1.
116
Properties=species:S:1:pos:R:3:forces:R:3:lowdin_charge:R:1 method="wB97M-V/def2-TZVPD" s_squared=0.7562 multiplicity=2 charge=+1 total_energy_ev=-557354.614 orbital_gap_ev="7.9152 / 2.8857" lumo_ha="-0.16765 / -0.35247" e_homo_ha="-0.45853 / -0.45852"
C 22.82818 -13.22275 -17.47533 -0.3 -1.1 0.7 -0.09
C 24.04438 -12.84287 -18.25246 -0.5 -0.5 1.7 -0.29
O 23.97136 -11.42885 -18.33079 0.5 1.2 -2.3 -0.17
P 24.24202 -10.73680 -19.77759 0.3 1.5 1.1 0.50
O 24.43766 -9.24543 -19.70004 -0.5 -3.0 -0.2 -0.22
O 23.02083 -11.25967 -20.69990 1.7 -0.9 2.5 -0.22
C 22.53502 -10.44243 -21.70002 -1.9 1.7 -1.5 -0.29
C 21.52423 -9.38000 -21.17653 0.6 -0.2 0.1 -0.05
O 25.44531 -11.63213 -20.32614 -0.4 0.0 -0.5 -0.23
C 26.81500 -11.24975 -20.17184 1.0 1.7 -0.7 -0.23
C 27.30998 -10.48843 -21.43199 -0.9 0.4 -0.2 -0.05
H 21.92035 -12.82253 -17.92674 0.0 -0.2 0.0 0.03
H 22.84538 -14.31166 -17.42978 -0.6 -0.3 -0.2 0.08
H 22.85905 -12.94607 -16.42148 0.1 0.5 -0.1 0.09
H 24.90641 -13.11993 -17.64564 0.3 0.1 -0.3 0.13
H 24.06020 -13.45762 -19.15242 0.2 0.8 -0.6 0.09
H 23.35020 -9.95567 -22.23541 0.0 0.0 -0.1 0.12
H 22.00195 -11.11701 -22.37003 0.1 0.0 -0.3 0.10
H 20.81727 -9.01232 -21.92027 0.3 -0.2 -0.2 0.06
H 20.91042 -9.79009 -20.37455 0.2 -0.1 0.0 0.02
H 22.07767 -8.52524 -20.78769 -0.1 0.0 0.1 0.08
H 26.90015 -10.58737 -19.31038 0.1 -0.1 0.1 0.12
H 27.45219 -12.11970 -20.01279 -0.5 -0.3 0.1 0.12
H 26.89962 -9.48703 -21.56205 -0.2 0.2 0.9 0.07
H 28.38522 -10.32691 -21.50860 0.0 -0.6 0.2 0.08
H 26.88842 -10.92294 -22.33841 0.5 -0.7 -0.1 0.06
C 12.56673 -15.58119 -18.71209 0.9 1.2 -0.2 -0.04
C 13.99422 -15.07593 -18.36820 -1.4 1.6 -1.0 -0.31
O 14.39880 -15.72834 -17.23034 3.3 -1.7 1.9 -0.16
P 15.96143 -15.91271 -16.83463 -0.9 -0.2 1.4 0.48
O 16.15838 -16.78992 -15.66625 0.0 0.5 -0.9 -0.22
O 16.69313 -16.45167 -18.16096 -2.0 1.1 -0.5 -0.19
C 17.89584 -17.14082 -18.06034 1.6 0.0 -0.3 -0.28
C 18.44019 -17.52278 -19.45815 -1.3 -0.7 0.6 -0.11
O 16.49497 -14.39975 -16.58844 -1.2 -1.0 -0.9 -0.17
C 17.76664 -14.16644 -16.01928 1.3 0.4 0.0 -0.27
C 18.72646 -13.64006 -17.08763 -0.5 -0.5 0.1 -0.11
H 12.16438 -14.89273 -19.45521 0.0 -0.2 -0.4 0.07
H 12.53623 -16.60982 -19.07138 0.1 0.1 0.1 0.08
H 11.91445 -15.42889 -17.85218 0.2 -0.3 0.2 0.08
H 14.74642 -15.05885 -19.15687 -0.1 -0.9 -0.4 0.11
H 14.00140 -14.02182 -18.09089 -0.7 0.4 -0.1 0.12
H 18.59084 -16.45658 -17.57361 0.4 -0.3 0.3 0.10
H 17.73352 -18.02618 -17.44561 0.3 0.0 0.0 0.13
H 18.25121 -16.80075 -20.25254 0.2 0.4 0.4 0.00
H 19.48266 -17.83955 -19.42618 0.0 0.2 0.1 0.04
H 17.84836 -18.38969 -19.75191 0.1 -0.2 -0.2 0.07
H 17.65797 -13.38528 -15.26690 -0.2 -0.3 0.2 0.13
H 18.17924 -15.06920 -15.56883 -0.2 0.0 0.2 0.12
H 19.75191 -13.56017 -16.72684 -0.1 0.3 0.3 0.08
H 18.76609 -14.36394 -17.90159 -0.2 0.1 -0.3 0.03
H 18.33157 -12.68744 -17.44075 0.3 0.0 -0.2 0.06
C 25.27164 -13.99740 -22.20651 -1.3 0.4 0.3 -0.02
C 24.92184 -13.41395 -23.63648 -1.3 -1.5 2.3 -0.46
C 23.75133 -14.20234 -24.31087 4.0 -2.5 -0.5 -0.39
F 22.65753 -14.28968 -23.59327 -2.1 1.2 1.3 0.05
F 23.55125 -13.82989 -25.55376 -0.9 1.4 -1.1 0.15
F 24.56775 -12.12995 -23.57410 -0.2 0.9 0.5 0.15
F 26.04549 -13.49787 -24.29738 1.1 -0.3 -1.8 0.18
O 25.35464 -15.42758 -22.22570 0.5 -0.5 0.4 0.01
C 25.43928 -16.07360 -20.99272 2.9 -1.0 -1.9 -0.53
C 25.85491 -17.55204 -21.26022 -2.2 -1.5 -0.8 -0.31
F 27.05620 -17.83281 -21.74914 0.6 1.0 0.3 0.14
F 25.65371 -18.25366 -20.12336 0.6 0.2 1.0 0.09
F 26.41563 -15.59406 -20.16561 -1.1 0.7 -0.3 0.15
F 24.26145 -16.09785 -20.39382 -0.7 0.5 0.8 0.10
H 24.45208 -13.78226 -21.52085 0.1 0.6 0.0 0.12
H 26.20492 -13.55225 -21.86165 -0.1 0.0 -0.1 0.14
H 24.08857 -15.23444 -24.40649 0.5 -0.3 0.2 0.15
H 25.13672 -18.03530 -21.92260 -0.2 0.5 -0.6 0.16
C 17.60017 -13.22399 -25.45553 0.1 1.1 0.0 -0.03
C 17.48994 -14.05790 -26.76897 -1.8 2.8 0.6 -0.46
C 16.77894 -13.15908 -27.87367 0.8 -0.6 -0.6 -0.29
F 16.56458 -13.89716 -29.01057 0.1 0.2 0.8 0.08
F 15.62276 -12.62867 -27.47697 -0.7 -0.3 0.6 0.11
F 18.64434 -14.38257 -27.29393 1.5 -0.8 -0.3 0.16
F 16.78343 -15.16041 -26.42665 0.1 -0.1 -0.3 0.12
O 18.12492 -11.86150 -25.69824 0.1 0.2 1.6 0.00
C 18.59968 -11.17980 -24.53030 -1.4 -0.5 -2.2 -0.46
C 19.02379 -9.72033 -24.96543 -1.4 0.3 0.8 -0.29
F 19.61634 -9.13698 -23.90245 0.3 -0.2 0.4 0.08
F 19.85731 -9.63668 -25.99854 0.1 -0.8 -0.2 0.13
F 17.64050 -11.13001 -23.51639 1.2 0.1 -1.4 0.10
F 19.63123 -11.84953 -24.04351 0.8 -0.4 0.8 0.13
H 18.21926 -13.68019 -24.68306 0.0 -0.4 -0.3 0.07
H 16.57775 -13.11002 -25.09531 0.0 -0.1 0.1 0.14
H 17.41933 -12.31692 -28.13592 0.4 -0.2 0.0 0.17
H 18.12985 -9.12869 -25.16275 -0.2 -0.2 -0.3 0.17
C 18.19335 -8.45827 -18.77639 -0.2 1.1 0.8 -0.04
C 17.68370 -8.02286 -20.17178 -0.1 -1.3 2.2 -0.47
C 16.12843 -7.88941 -20.20844 -0.9 0.3 -0.8 -0.29
F 15.49753 -9.08294 -20.05160 0.7 -0.4 0.3 0.08
F 15.63768 -7.07010 -19.25605 0.6 0.1 0.4 0.10
F 18.27152 -6.91929 -20.59041 0.1 1.0 -0.4 0.17
F 18.02883 -9.02053 -21.00452 0.0 -0.5 -1.0 0.11
O 19.62444 -8.55043 -18.73215 0.4 -1.4 1.1 0.00
C 20.15598 -9.23679 -17.60033 -1.1 2.3 -0.2 -0.50
C 21.58500 -8.73230 -17.44240 1.7 0.9 -3.2 -0.32
F 21.74157 -7.37674 -17.46428 -1.0 -0.2 0.8 0.10
F 22.33546 -9.23586 -16.49236 -0.3 -0.7 1.7 0.15
F 19.41143 -9.08730 -16.47090 0.1 0.1 -0.7 0.15
F 20.19614 -10.53814 -17.86185 0.0 -1.2 -0.1 0.10
H 17.63944 -9.35848 -18.51010 0.3 -0.3 0.0 0.15
H 18.00177 -7.71069 -18.00664 -0.8 0.2 -0.3 0.15
H 15.75326 -7.51623 -21.16137 0.6 0.2 -0.3 0.17
H 22.06157 -9.02052 -18.37936 -0.1 -0.4 -0.3 0.13
C 20.30704 -14.00577 -21.28841 -1.4 0.0 0.0 -1.35
Br 21.27946 -15.48623 -20.36080 -0.3 0.7 -0.9 0.86
Br 19.90358 -12.55928 -20.04708 0.5 -1.1 -0.8 0.84
Br 18.61195 -14.72580 -22.07003 1.1 0.5 0.5 0.71
H 20.91007 -13.65679 -22.12666 0.1 -0.1 0.3 -0.03
C 19.99960 -17.88404 -23.47371 -1.1 -1.8 0.8 -1.58
Br 19.48124 -18.44272 -25.23525 0.5 0.4 0.2 0.70
Br 21.74966 -17.12998 -23.34847 -0.2 0.6 0.2 0.82
Br 19.94570 -19.41826 -22.22398 0.0 0.4 -0.4 0.62
H 19.19731 -17.25786 -23.08344 0.7 0.5 -0.2 -0.08



2.
8
Properties=species:S:1:pos:R:3:forces:R:3:lowdin_charge:R:1 method="wB97M-V/def2-TZVPD" relative_energy_ev=0.155 total_energy_ev=-7707.688 orbital_gap_ev=11.4527 lumo_ha=0.02812 e_homo_ha=-0.39276
O -2.29322 0.35685 -0.07171 0.5 -0.2 -0.1 0.06
C -1.18787 -0.05057 -0.32638 -0.1 0.0 0.1 -0.33
N -0.08052 0.16350 0.47932 0.0 0.1 0.0 0.09
C 1.22245 -0.14676 0.09124 0.3 0.2 0.0 -0.32
O 2.17225 0.54243 0.35742 -0.3 -0.4 0.2 0.07
H -0.93956 -0.60414 -1.25046 -0.1 -0.1 0.2 0.14
H -0.17513 0.83583 1.23175 -0.1 0.1 -0.1 0.16
H 1.31667 -1.10876 -0.43662 -0.1 0.2 -0.2 0.14



3.
8
Properties=species:S:1:pos:R:3:forces:R:3:lowdin_charge:R:1 method="wB97M-V/def2-TZVPD" s_squared=0.7536 multiplicity=2 charge=+1 relative_energy_ev=0.000 total_energy_ev=-7572.393 orbital_gap_ev="5.1740 / 7.4522" lumo_ha="-0.19084 / -0.19232" e_homo_ha="-0.38098 / -0.46618"
H -1.12237 0.68325 -0.93944 1.6 1.8 -0.2 0.12
O -0.42720 -1.11421 0.36831 0.2 -2.8 -1.1 -0.70
C 0.26767 0.07408 0.59108 -0.3 0.9 0.0 -0.40
C -0.06471 0.94126 -0.57966 -0.2 -1.2 0.4 -0.12
Ba -0.64612 -3.17240 -0.89498 0.2 2.4 1.4 1.85
H 1.36892 0.00388 0.69595 -0.4 -0.3 0.0 0.12
H -0.11510 0.56614 1.51312 0.2 -0.3 -0.2 0.12
F 0.73891 2.01799 -0.75437 -1.4 -0.4 -0.4 0.01



4.
13
Properties=species:S:1:pos:R:3:forces:R:3:lowdin_charge:R:1 method="wB97M-V/def2-TZVPD" relative_energy_ev=6.303 total_energy_ev=-20539.356 orbital_gap_ev=8.9441 lumo_ha=-0.01873 e_homo_ha=-0.34742
C -2.68976 -0.82362 0.27743 -0.8 1.2 2.1 -0.38
C 0.03391 -0.26926 0.08029 -0.8 2.0 -1.3 -0.61
C 2.17448 -0.18909 -0.13757 5.5 -1.3 2.7 -0.22
H -3.65429 -0.27765 0.88285 2.5 -1.8 -2.4 0.10
H -2.13707 -1.38220 1.11677 -0.7 0.8 -1.5 0.05
H -2.83322 -1.48339 -0.62530 -0.4 0.8 1.3 0.04
H 3.29217 0.09192 0.07535 -2.5 0.3 -0.9 0.17
H 0.08533 2.29386 -0.41028 4.5 -1.6 3.0 0.24
N 0.45078 -1.45169 -0.09642 1.0 -3.0 0.8 0.04
N 1.96316 -1.47958 -0.01480 -4.2 1.8 -1.7 0.07
N 1.11247 0.56137 0.08449 -0.7 1.2 -0.2 -0.24
O 1.09858 1.89926 0.29323 -4.3 2.2 -3.1 -0.06
S -1.58363 0.61528 -0.28244 1.0 -2.6 1.3 0.81



5.
16
Properties=species:S:1:pos:R:3:forces:R:3:lowdin_charge:R:1 method="wB97M-V/def2-TZVPD" s_squared=0.7533 multiplicity=2 relative_energy_ev=0.002 total_energy_ev=-14834.828 orbital_gap_ev="4.3079 / 7.8199" lumo_ha="-0.03030 / -0.03822" e_homo_ha="-0.18861 / -0.32560"
O -0.46231 -0.28990 0.54921 -0.8 0.0 -0.1 -0.13
Na -0.88843 -0.55724 -2.02325 0.5 0.1 0.6 0.74
O 0.97086 0.07994 -1.11015 0.4 0.2 0.1 -0.17
C 0.77207 0.27701 0.15086 -0.1 -0.4 -0.9 -0.58
O 1.70793 -0.15599 1.08424 0.0 0.0 0.1 -0.10
C 3.04478 0.14433 0.75607 0.3 0.1 -0.2 -0.11
C -1.29240 0.52449 1.35892 0.2 0.0 -0.1 -0.28
C -2.69042 -0.05311 1.34181 -0.4 -0.1 -0.2 -0.09
H 3.66505 -0.17533 1.60106 -0.2 0.1 -0.2 0.08
H 3.36495 -0.39021 -0.15052 -0.1 0.2 0.2 0.08
H 3.17611 1.22660 0.59110 0.0 -0.3 0.0 0.09
H -0.87750 0.53109 2.37765 -0.3 0.2 -0.1 0.13
H -1.29538 1.55303 0.96084 0.1 -0.2 0.2 0.12
H -2.69527 -1.06356 1.77353 -0.2 0.5 0.3 0.08
H -3.38685 0.66537 1.79435 0.1 -0.5 0.5 0.08
H -3.12016 -0.19080 0.34014 0.5 0.2 -0.2 0.06



6.
23
Properties=species:S:1:pos:R:3:forces:R:3:lowdin_charge:R:1 method="wB97M-V/def2-TZVPD" relative_energy_ev=1.796 total_energy_ev=-10568.248 orbital_gap_ev=9.7667 lumo_ha=0.03800 e_homo_ha=-0.32092
C 0.35519 2.61655 0.74372 -1.8 -0.5 -2.6 -0.09
C 0.01441 1.14955 0.71452 -0.2 -1.6 0.9 -0.12
C 3.25909 -0.04553 0.17638 0.1 0.2 -0.5 0.01
C 0.62270 -1.55624 -0.68722 0.6 0.0 3.7 -0.08
C -0.93735 -1.73575 1.35994 -2.9 -2.0 -2.5 -0.04
C -1.19336 0.70225 -1.51413 2.6 0.2 -1.5 -0.04
C -0.67898 -1.09208 -0.05007 -0.6 -4.1 0.6 -0.41
C -0.59674 0.33750 -0.16072 -1.5 2.3 -0.8 -0.34
O 3.18406 0.22995 -0.91600 0.2 0.0 0.5 0.03
H 0.76165 2.81905 1.66954 1.1 0.7 1.8 0.03
H -0.55963 3.25220 0.63453 0.7 -0.4 -0.1 0.09
H 0.33507 0.58238 1.62512 -0.1 0.7 -0.7 0.11
H 1.05614 2.84775 -0.07952 -0.2 0.2 0.5 0.08
H 1.35364 -1.57652 0.14754 0.0 0.2 -0.6 0.06
H 0.98677 -0.96449 -1.44979 0.6 1.3 -1.6 0.05
H 0.53639 -2.53020 -0.97297 -0.2 -2.8 -1.1 0.05
H -0.84527 -1.03888 2.07858 0.5 2.4 2.6 0.00
H -2.07438 -2.08121 1.43553 2.3 0.7 -0.2 0.12
H -0.34515 -2.59443 1.64287 0.3 -0.2 -0.3 0.07
H -0.52995 1.53468 -1.87995 -1.3 -0.2 -0.1 0.09
H -2.25714 0.90647 -1.52956 -0.1 0.3 0.2 0.08
H -1.00491 -0.14347 -2.29224 -0.4 1.3 1.5 0.11
H -1.44225 -1.61953 -0.69611 0.2 1.5 0.5 0.14